Record 1
{
  "formula": "C39H37BrIN2OPS2Tb",
  "method": "wB97M-V/def2-TZVPD",
  "homo_lumo_gap_ev": [5.8, 5.9],
  "relative_energy_kcal_mol": 0.0,
  "s_squared": 12.70,
  "multiplicity": 7,
  "charge": 1,
  "e_lumo_ev": [-3.000, -2.940],
  "elements": ["H", "H", "S", "H", "H", "C", "H", "C", "C", "H", "C", "H", "Br", "C", "H", "C", "C", "H", "C", "C", "C", "I", "C", "C", "C", "C", "H", "C", "H", "C", "O", "C", "H", "H", "C", "C", "H", "H", "H", "H", "H", "H", "N", "H", "C", "Tb", "S", "H", "C", "H", "H", "C", "C", "C", "C", "H", "H", "H", "H", "C", "C", "H", "H", "P", "C", "H", "H", "N", "H", "C", "C", "C", "C", "H", "C", "H", "C", "C", "C", "H", "C", "C", "H", "C", "H"],
  "coordinates": [[0.572, 4.947, -2.498], [-2.829, -1.346, 2.913], [2.445, -2.051, 1.271], [1.736, -3.272, -1.420], [-2.635, 1.290, -4.814], [1.321, 4.457, 0.835], [-4.010, -0.883, 0.157], [1.541, -3.482, 3.535], [1.812, 2.155, -2.413], [2.869, -4.282, 4.979], [-2.004, 3.528, -1.701], [-2.940, 0.146, 1.947], [1.901, -4.261, -4.263], [2.032, -4.673, 4.406], [4.693, 1.819, -4.922], [0.940, 4.128, -0.557], [4.020, -3.303, 3.086], [2.371, -5.564, 3.820], [-0.464, -2.796, -3.945], [-3.862, -1.561, 1.000], [-3.748, -4.185, 2.701], [0.233, 1.665, 1.850], [-1.522, -5.714, 2.064], [2.139, 5.172, 3.450], [-2.797, -0.921, 1.907], [-1.278, 1.815, -3.219], [-2.360, -1.742, -3.692], [0.831, -2.962, -1.913], [-3.759, -5.225, 4.545], [-3.218, -5.091, 3.609], [-1.435, -1.104, 1.356], [0.657, -3.232, -3.273], [-4.448, 2.888, -3.936], [-4.768, -1.577, 1.636], [-1.129, -1.618, -1.917], [3.838, 1.785, -4.257], [-0.562, -3.023, -4.989], [-3.853, 4.437, -2.109], [-0.761, -6.346, 1.637], [4.259, -4.380, 3.291], [2.304, 7.181, 2.680], [-1.679, -6.476, 4.063], [-0.052, -2.175, -1.252], [-4.636, -3.588, 2.859], [1.353, 3.472, 1.911], [-0.177, -3.017, 1.099], [0.013, -2.658, 3.750], [-0.837, -0.397, 1.721], [3.900, 1.182, -3.018], [2.538, 5.401, 4.452], [4.646, -2.894, 2.322], [2.574, -2.987, 2.703], [-2.099, -5.806, 3.329], [2.963, 1.413, -2.052], [2.685, 2.498, -4.622], [1.417, 7.866, 0.512], [1.811, 3.142, 4.037], [-0.526, 1.135, -3.607], [3.084, 1.125, -1.018], [0.967, 6.525, -1.095], [-1.390, -1.990, -3.271], [2.616, 2.924, -5.596], [1.234, -4.951, 5.082], [0.526, 2.452, -1.187], [-3.063, -4.024, 1.497], [4.708, 0.508, -2.717], [-2.600, -2.861, -0.237], [-1.891, -4.725, 1.272], [-4.219, -3.413, -0.170], [-3.420, -2.960, 0.481], [2.067, 6.145, 2.477], [1.641, 2.644, -3.722], [-1.002, 2.647, -2.121], [4.325, -2.764, 3.999], [1.742, 3.873, 3.201], [-1.747, 4.240, -0.892], [-3.457, 2.801, -3.460], [1.338, 6.835, 0.216], [0.768, 5.163, -1.475], [0.836, 7.267, -1.866], [-2.488, 1.911, -3.898], [-3.189, 3.647, -2.374], [-1.802, -0.939, -1.374], [1.620, 5.826, 1.187], [0.765, 3.164, -3.982]],
  "forces_ev_per_a": [[-0.341, -0.169, -0.583], [0.214, 0.014, -0.068], [-1.550, 0.391, -0.724], [0.080, -0.188, 0.510], [-0.036, 0.550, 0.910], [-0.486, -1.300, -0.464], [-0.271, -0.271, -0.053], [2.449, -0.177, -1.623], [0.044, 0.190, -0.655], [0.000, -0.379, 0.314], [1.310, 0.847, 0.756], [-0.222, 0.349, 0.193], [0.011, 0.142, 0.394], [-0.780, 0.776, -0.289], [-0.133, -0.508, -0.045], [-0.455, 1.396, 0.267], [-0.022, -0.773, 0.370], [-0.327, 0.812, 0.368], [-0.558, 0.879, 0.561], [0.996, -0.196, 0.529], [0.529, -0.145, -1.383], [0.520, 0.559, 1.103], [-0.449, 0.611, 1.017], [0.877, 1.316, 0.421], [0.486, -0.325, -0.233], [0.006, 0.231, 0.052], [0.366, 0.341, -0.249], [-0.962, 0.978, -1.127], [0.412, 0.014, -0.015], [-1.475, 0.832, 0.744], [-0.598, 0.641, 0.135], [0.357, -0.290, 0.188], [0.741, -0.113, 0.002], [0.225, -0.168, -0.634], [1.001, -1.717, -1.065], [-0.567, 0.687, -0.556], [-0.289, -0.174, -0.231], [-0.626, 0.221, 0.219], [0.481, -0.199, 0.533], [-0.231, 0.956, -0.534], [0.079, 0.001, 0.162], [-0.075, -0.216, -0.012], [-0.868, 0.495, -0.786], [-0.079, -0.249, 0.288], [-0.247, 1.656, 0.567], [2.239, 0.870, 1.680], [-0.735, -0.353, -0.739], [-0.665, -0.938, -0.327], [1.425, -0.783, 0.499], [-0.367, 0.019, -0.616], [0.573, -0.160, -0.557], [-0.667, -1.377, 1.720], [1.012, -1.504, -0.434], [-2.045, 1.172, -0.210], [0.484, -0.534, 0.580], [0.236, 0.265, 0.057], [-0.345, 0.520, -0.847], [0.026, 0.031, 0.139], [0.025, -0.425, -0.029], [0.221, -0.779, 1.233], [0.351, 0.028, 1.673], [0.008, 0.315, -0.560], [-0.058, -0.249, 0.223], [0.528, -0.697, 0.678], [1.439, 0.406, 1.093], [0.149, 0.510, -0.418], [0.093, 0.101, 0.109], [-1.952, 0.649, -1.592], [0.474, 0.548, 0.588], [-1.134, -0.469, -0.546], [-0.197, -0.309, 0.454], [1.833, -0.884, 0.845], [-0.375, -0.134, -0.509], [-0.460, -0.105, -0.041], [-0.139, -2.024, -0.859], [-0.375, -0.546, -0.471], [-0.802, 0.527, 0.079], [-0.088, -0.594, -1.453], [1.183, 0.340, 1.973], [-0.073, 0.359, 0.193], [-0.170, -0.565, -0.536], [-0.039, -0.820, -0.819], [0.533, -0.429, -0.102], [-0.782, -0.861, -1.056], [-0.903, 0.553, -0.369]]
}

---

Record 2
{
  "formula": "C39H37ClN9O4SV",
  "method": "wB97M-V/def2-TZVPD",
  "homo_lumo_gap_ev": [6.3, 6.5],
  "s_squared": 3.78,
  "multiplicity": 4,
  "charge": 1,
  "e_lumo_ev": [-2.775, -3.001],
  "elements": ["N", "H", "H", "C", "H", "H", "H", "C", "N", "O", "C", "C", "C", "H", "C", "H", "H", "C", "C", "C", "C", "H", "C", "C", "H", "H", "C", "H", "C", "O", "N", "H", "C", "N", "H", "H", "C", "C", "C", "H", "N", "H", "C", "N", "H", "C", "H", "C", "N", "C", "O", "H", "C", "H", "H", "V", "H", "H", "C", "C", "C", "H", "H", "N", "C", "H", "O", "C", "C", "C", "H", "C", "C", "C", "C", "N", "C", "C", "Cl", "H", "H", "H", "H", "S", "C", "C", "H", "H", "H", "H", "H", "C"],
  "coordinates": [[0.808, -2.502, 2.672], [3.400, 3.836, -0.658], [3.623, 2.070, -0.627], [-0.022, 4.099, 5.208], [-6.508, 1.865, -6.720], [1.272, 0.994, 5.463], [-0.980, 2.710, 2.279], [-0.625, -1.573, -0.864], [0.172, -2.220, 0.016], [1.500, -0.061, 3.106], [2.001, -2.899, 3.161], [-0.520, -0.150, -0.862], [-5.209, 0.769, -5.446], [-1.115, 4.851, 3.529], [-1.477, -3.653, -1.747], [-4.718, 1.649, -5.064], [4.729, -1.295, 0.912], [0.911, -4.180, 4.872], [-6.219, 0.883, -6.379], [-3.739, -0.551, -3.990], [-6.850, -0.260, -6.869], [4.478, -2.356, 4.038], [-1.206, 2.043, -1.590], [-6.432, -1.514, -6.405], [4.854, -3.611, 2.853], [-7.580, 1.487, -8.830], [-1.338, 0.655, -1.691], [1.098, 3.110, 6.743], [4.653, 4.250, 1.736], [3.330, 0.950, 1.290], [-3.141, 0.483, -3.434], [-0.512, -5.370, -0.909], [2.076, -3.743, 4.278], [3.837, -1.496, 0.458], [-1.825, 2.678, -2.203], [4.932, 4.952, 0.955], [4.505, -2.586, 2.975], [-2.242, -0.025, -2.557], [4.050, 3.024, -0.318], [4.859, 2.111, 3.693], [4.946, -0.702, -1.375], [5.032, 3.147, -0.780], [0.207, -3.548, -0.045], [2.817, -1.858, 1.258], [5.816, -0.798, -0.874], [-0.314, -3.770, 4.345], [-5.137, -2.608, -5.149], [0.746, 1.843, 5.055], [4.160, 3.034, 1.126], [0.376, 0.479, 3.022], [-7.853, -0.279, -7.771], [4.992, -0.600, -2.374], [-8.350, 0.940, -8.278], [-1.236, -2.562, 2.820], [0.943, -4.835, 5.728], [0.942, -1.082, 1.345], [-6.923, -2.390, -6.798], [3.327, 2.990, 3.672], [-5.424, -1.620, -5.479], [-0.309, -2.925, 3.250], [3.125, -2.418, 2.406], [-1.245, -4.078, 4.797], [-0.151, 3.618, -0.596], [0.416, 0.364, -0.035], [3.748, 1.966, 1.839], [3.884, 4.713, 2.359], [-0.523, -0.001, 2.291], [-0.605, 4.000, 3.952], [-0.590, -4.294, -0.906], [-0.276, 2.550, -0.709], [-2.128, -4.216, -2.397], [3.772, -1.133, -0.850], [-1.492, -2.252, -1.755], [3.831, 2.084, 3.340], [-0.527, 2.809, 3.255], [-3.248, -1.734, -3.501], [0.523, 1.679, 0.032], [0.153, 1.728, 3.802], [-0.131, 5.582, 6.087], [1.284, 2.062, 0.701], [0.908, -4.045, 0.618], [3.034, -4.045, 4.665], [5.532, 4.055, 2.354], [2.429, -1.260, -1.795], [-2.292, -1.427, -2.580], [-4.792, -0.478, -4.975], [-9.152, 0.667, -8.963], [-8.754, 1.566, -7.478], [5.240, -1.925, 2.522], [-3.534, -2.656, -3.781], [3.326, 1.218, 3.764], [0.652, 3.022, 5.766]],
  "forces_ev_per_a": [[0.225, -1.576, 1.422], [0.043, -0.021, 0.015], [0.071, 0.125, -0.028], [0.040, -0.169, -0.135], [-0.051, 0.051, -0.036], [0.106, -0.040, 0.063], [-0.078, 0.011, -0.047], [-0.534, -0.523, -0.586], [-1.641, -1.613, -1.756], [0.586, 0.090, 0.044], [-0.921, -0.466, 0.683], [-0.357, 0.719, -0.407], [0.213, -0.409, 0.210], [-0.060, 0.090, -0.004], [0.338, 0.078, 0.292], [0.037, 0.140, 0.033], [-0.595, -0.098, -0.081], [-0.384, 0.088, -0.181], [-0.294, 0.060, -0.275], [0.421, 0.083, 0.382], [0.207, -0.157, 0.208], [0.033, -0.011, 0.041], [0.206, -0.099, 0.133], [-0.204, 0.121, -0.212], [0.054, -0.050, -0.012], [-0.013, -0.005, 0.060], [0.419, -0.262, 0.450], [0.039, 0.059, 0.157], [0.006, 0.091, 0.348], [0.096, -0.004, -0.016], [-0.296, 0.265, -0.268], [0.022, -0.048, 0.064], [0.205, 0.381, -0.437], [1.889, 0.079, 0.044], [-0.077, 0.100, -0.042], [0.003, -0.025, -0.001], [-0.168, 0.039, -0.236], [-0.085, -1.395, -0.019], [-0.091, -0.180, -0.276], [0.150, 0.106, -0.053], [0.231, 0.022, 0.555], [-0.024, 0.006, -0.001], [0.145, -0.201, 0.119], [0.797, -0.611, 0.570], [-0.047, 0.046, -0.065], [0.314, 0.019, 0.117], [0.010, -0.110, 0.029], [-0.119, -0.003, -0.172], [-0.079, 0.120, -0.265], [-0.463, 0.977, 1.360], [0.150, -0.292, 0.125], [-0.104, -0.015, 0.027], [-0.097, 0.243, -0.102], [0.073, 0.030, 0.024], [0.032, -0.033, 0.073], [1.084, 1.403, 0.460], [-0.051, -0.101, -0.028], [0.010, 0.043, 0.146], [0.090, 0.244, 0.062], [-0.523, -0.267, 0.204], [0.855, 0.354, -0.749], [-0.042, -0.013, -0.057], [0.054, 0.016, 0.016], [-0.278, 1.054, -0.797], [0.214, 0.004, 0.144], [0.087, 0.102, -0.020], [-1.000, -0.025, -0.134], [-0.035, 0.189, 0.113], [-0.217, 0.085, -0.275], [-0.120, -0.006, -0.220], [-0.048, -0.096, -0.089], [-0.510, -0.220, -0.480], [0.399, 0.050, 0.389], [-0.233, -0.205, -0.016], [0.039, -0.299, 0.048], [-0.163, 0.002, -0.160], [0.148, 0.111, -0.055], [0.086, 0.088, 0.006], [-0.005, 0.095, 0.038], [-0.030, -0.041, 0.024], [-0.112, 0.067, -0.016], [0.137, -0.059, 0.050], [-0.014, 0.080, -0.007], [0.077, -0.001, -0.302], [0.211, 1.080, 0.214], [-0.524, 0.156, -0.530], [0.057, 0.063, 0.063], [0.035, 0.000, -0.042], [0.020, -0.026, 0.085], [-0.020, 0.080, -0.006], [0.023, 0.075, -0.041], [-0.079, 0.097, 0.029]]
}

---

Record 3
{
  "formula": "C39H37CrN5O6",
  "method": "wB97M-V/def2-TZVPD",
  "homo_lumo_gap_ev": [5.8, 5.4],
  "s_squared": 3.83,
  "multiplicity": 4,
  "charge": 1,
  "e_lumo_ev": [-3.150, -3.204],
  "elements": ["Cr", "O", "H", "H", "H", "C", "H", "C", "H", "H", "O", "C", "H", "H", "O", "H", "N", "C", "C", "C", "C", "C", "C", "C", "H", "H", "H", "C", "C", "N", "H", "H", "N", "C", "C", "O", "H", "C", "C", "H", "C", "H", "C", "C", "H", "H", "H", "C", "C", "C", "C", "C", "H", "N", "C", "H", "H", "C", "H", "C", "H", "H", "C", "C", "C", "C", "C", "H", "H", "C", "C", "C", "C", "H", "N", "H", "H", "O", "H", "H", "C", "O", "C", "H", "C", "H", "H", "H"],
  "coordinates": [[0.981, -0.336, 1.228], [6.045, 2.072, -3.706], [-1.076, -7.783, 0.721], [2.657, -3.688, 2.445], [-4.749, 3.440, 4.492], [1.955, -3.021, 1.939], [0.313, 5.411, -0.923], [3.341, -1.314, 2.714], [4.814, 2.081, -1.668], [3.823, -0.480, 2.205], [-0.474, -1.690, 0.934], [-0.221, 1.983, -0.248], [-5.150, 1.455, -0.366], [-5.798, 2.242, 3.736], [5.504, 0.536, -5.116], [1.716, 0.634, 5.111], [5.372, 1.123, -4.059], [-1.353, 1.514, 2.906], [-1.161, -5.141, 0.017], [-1.236, -3.730, 0.035], [0.676, 5.022, -1.865], [-0.300, -2.947, 0.790], [1.107, 3.141, -3.313], [-0.064, 1.269, 3.563], [4.076, -2.116, 2.823], [1.078, 2.074, -3.491], [0.378, -7.690, -0.270], [2.529, -0.875, -2.712], [2.827, -0.875, 4.084], [-4.340, 1.358, -0.955], [-5.019, -1.301, -2.897], [-4.942, 1.995, 1.549], [0.810, 0.407, 3.228], [4.336, 0.643, -3.146], [-4.826, 2.390, 4.203], [1.324, -0.667, -0.721], [-3.844, 1.086, -2.949], [3.052, 1.483, 0.186], [0.167, 2.745, -1.086], [2.248, -1.691, 4.525], [2.017, 0.410, 4.084], [3.684, -0.707, 4.741], [-4.386, -0.850, -2.132], [3.517, -0.436, -3.539], [-2.975, -2.225, -3.023], [0.086, 1.859, 4.472], [2.031, 6.038, -4.795], [3.175, 0.800, -1.053], [-2.106, -3.134, -0.896], [-2.894, 1.540, 1.005], [0.811, -3.668, 1.333], [-0.171, -5.830, 0.671], [-4.791, 1.795, 5.115], [2.210, -1.766, 1.909], [1.639, 5.369, -4.041], [2.650, 1.231, 3.736], [-5.544, 0.923, -2.571], [-3.708, 2.018, 3.270], [1.650, -5.567, 1.760], [-0.087, -7.332, 0.651], [3.690, -0.895, -4.502], [-1.783, -1.223, -0.500], [-1.604, 1.414, 1.554], [-3.933, 1.855, 1.916], [4.175, 1.250, -1.938], [-3.117, 1.312, -0.366], [-2.957, -1.382, -2.332], [-1.908, -5.685, -0.552], [-2.651, -3.802, -1.558], [2.297, -0.272, -1.436], [1.605, 4.001, -4.277], [0.816, -5.053, 1.292], [-4.545, 0.675, -2.217], [1.970, 3.604, -5.215], [-2.273, -1.862, -1.128], [0.507, -7.702, 1.485], [1.193, 6.942, -2.653], [-0.542, 1.091, 0.680], [-4.771, -1.199, -1.171], [-2.289, 1.145, -1.042], [1.170, 5.876, -2.837], [2.296, 1.193, 1.137], [0.644, 3.647, -2.098], [-2.219, 1.956, 4.817], [-2.415, 1.847, 3.757], [1.883, -1.695, -2.997], [3.695, 2.361, 0.321], [-2.313, -0.627, -2.788]],
  "forces_ev_per_a": [[-0.087, -0.110, -0.137], [-0.045, -0.005, -0.003], [0.001, 0.000, -0.010], [-0.008, 0.014, 0.031], [-0.001, 0.000, 0.003], [0.007, 0.056, 0.013], [0.008, 0.000, 0.004], [0.032, 0.022, 0.028], [0.008, -0.004, 0.004], [0.012, -0.012, 0.009], [-0.075, 0.082, 0.088], [0.067, 0.070, 0.111], [-0.001, -0.036, 0.023], [-0.001, 0.003, 0.000], [-0.054, 0.025, 0.007], [0.034, 0.048, 0.006], [0.111, -0.029, 0.022], [-0.066, 0.025, -0.016], [0.024, -0.005, 0.037], [0.055, -0.005, -0.005], [0.001, -0.011, 0.012], [0.011, -0.069, -0.017], [0.015, 0.012, 0.006], [-0.029, -0.187, 0.114], [-0.018, -0.012, 0.031], [0.026, -0.038, 0.007], [0.008, 0.001, 0.003], [-0.013, 0.037, -0.051], [-0.011, -0.017, -0.012], [0.009, 0.032, -0.063], [0.027, 0.020, -0.038], [-0.007, -0.006, 0.007], [0.061, 0.240, -0.110], [-0.012, 0.039, 0.008], [-0.017, 0.010, 0.001], [0.022, -0.124, 0.117], [-0.011, -0.015, -0.017], [-0.057, -0.081, 0.002], [-0.103, -0.063, 0.033], [-0.007, -0.006, -0.017], [-0.031, -0.001, 0.009], [0.006, 0.000, -0.004], [-0.002, -0.021, -0.007], [-0.011, 0.006, 0.010], [0.008, 0.007, -0.007], [0.001, -0.037, 0.017], [0.002, -0.002, 0.001], [-0.014, 0.013, 0.057], [-0.042, 0.044, 0.004], [-0.052, 0.013, 0.029], [-0.008, -0.050, -0.027], [-0.026, 0.030, -0.028], [0.004, -0.002, -0.001], [0.016, -0.036, 0.061], [-0.008, 0.010, -0.002], [-0.005, -0.034, -0.052], [-0.013, 0.006, 0.034], [0.016, -0.004, -0.038], [0.006, 0.003, -0.001], [-0.017, -0.022, 0.007], [0.002, -0.002, -0.001], [0.054, 0.011, -0.047], [-0.043, -0.045, 0.020], [0.042, 0.019, 0.007], [-0.034, 0.006, -0.062], [0.020, -0.004, 0.010], [-0.005, 0.009, 0.016], [0.003, -0.003, -0.005], [0.000, 0.001, -0.011], [0.002, 0.154, -0.093], [0.005, -0.017, -0.018], [0.009, 0.036, 0.005], [-0.010, -0.010, 0.009], [0.002, 0.002, 0.005], [-0.005, -0.034, 0.068], [-0.002, 0.001, 0.004], [-0.001, -0.001, 0.002], [0.074, 0.063, -0.163], [-0.026, -0.012, -0.010], [-0.028, 0.000, 0.009], [-0.004, -0.003, 0.002], [0.159, 0.016, -0.002], [0.043, -0.007, -0.025], [-0.001, -0.004, 0.000], [0.009, 0.000, -0.016], [0.000, -0.004, 0.000], [0.012, -0.009, -0.011], [-0.022, 0.016, 0.011]]
}

---

- What is the formula in the first record?
  C39H37BrIN2OPS2Tb